No. 1
C3H8O2Se | ωB97M-V/def2-TZVPD

Last column: Mulliken charge in e.
Element x y z (Å)
C1 0.618 0.754 -0.912  -0.068
C2 -0.995 -1.372 0.461  -0.694
C3 0.571 0.372 0.516  -0.424
O1 1.469 -0.189 -1.583  -0.519
O2 -0.024 1.313 1.212  -0.405
Se1 -2.424 -0.321 0.299  -0.009
H1 -0.290 0.580 -1.411  0.132
H2 0.861 1.779 -1.043  0.324
H3 -0.550 -2.092 -0.225  0.291
H4 -1.119 -1.940 1.462  0.289
H5 1.481 -0.091 0.931  0.332
H6 2.260 -0.240 -1.004  0.324
H7 0.042 1.053 2.144  0.340
H8 -1.900 0.394 -0.846  0.085

The gap between HOMO and LUMO comes out at 0.2931 hartree. The value obtained for the molar mass is 155.1 g/mol. The total energy comes out at -72677.8257 eV. For the energy relative to the best compared isomer or geometry (same formula, charge and spin), the calculation gives 234.4 kJ/mol. Its highest occupied orbital energy is -7.4 eV.

---

No. 2
C5H27NO10 | ωB97M-V/def2-TZVPD

Last column: Mulliken charge in e.
Element x y z (Å)
C1 -1.087 0.706 -0.246  -1.405
C2 -1.347 1.059 1.354  0.280
O1 -1.336 -0.188 1.911  -0.636
C3 -0.181 1.824 1.942  -0.490
C4 -0.117 1.747 3.479  -1.131
N1 1.114 1.187 1.504  0.330
C5 2.153 1.872 0.917  -0.030
O2 3.202 1.268 0.782  -0.619
H1 -1.953 0.214 -0.584  0.232
H2 -0.393 -0.026 -0.627  0.502
H3 -0.871 1.691 -0.576  0.436
H4 -2.361 1.465 1.465  0.467
H5 -0.466 -0.509 2.131  0.331
H6 -0.304 2.929 1.412  0.496
H7 0.195 2.780 3.746  0.387
H8 -1.178 1.598 3.721  0.317
H9 0.549 0.866 3.895  0.236
H10 1.211 0.221 1.924  0.081
H11 1.932 2.929 0.494  0.362
O3 3.824 -1.325 0.756  -0.657
H12 2.921 -1.123 1.089  0.319
H13 4.007 -0.735 -0.016  0.301
O4 0.946 -2.163 0.776  -0.386
H14 1.448 -2.760 1.374  0.276
H15 0.370 -2.783 0.404  0.222
O5 -0.325 -1.471 -3.865  -0.621
H16 0.448 -1.968 -4.095  0.278
H17 -0.056 -0.641 -3.532  0.330
O6 -3.091 -1.714 0.058  -0.719
H18 -2.337 -1.279 0.423  0.373
H19 -3.973 -1.401 0.260  0.289
O7 1.308 2.831 -2.842  -0.587
H20 1.398 2.561 -2.005  0.248
H21 2.193 2.416 -3.068  0.333
O8 1.507 -0.983 -2.202  -0.530
H22 1.129 -1.643 -1.606  0.289
H23 2.373 -1.086 -1.916  0.201
O9 -1.100 -3.537 0.061  -0.729
H24 -1.847 -3.183 0.652  0.314
H25 -1.678 -3.731 -0.755  0.330
O10 -2.650 1.146 -3.006  -0.635
H26 -2.279 0.322 -3.238  0.303
H27 -3.297 0.613 -2.351  0.312

The structure (SMILES) is C[C@@H](O)[C@@H](C)NC=O.O.O.O.O.O.O.O.O. The gap between HOMO and LUMO comes out at 0.3695 hartree. The value obtained for the molar mass is 261.3 g/mol. The total energy comes out at -27584.8721 eV. For the energy relative to the best compared isomer or geometry (same formula, charge and spin), the calculation gives 637.9 kJ/mol. Its highest occupied orbital energy is -9.9 eV.

---

No. 3
C28H32N13O5S4Sn | ωB97M-V/def2-TZVPD

Last column: Mulliken charge in e.
Element x y z (Å)
Sn1 -10.327 -16.552 1.172  1.043
N1 -13.074 -12.335 3.332  -0.583
C1 -12.525 -12.758 2.127  0.518
N2 -11.423 -12.316 1.621  -0.511
C2 -11.218 -12.944 0.409  0.048
C3 -12.293 -13.659 -0.056  0.006
S1 -13.530 -13.742 1.112  -0.194
C4 -9.873 -13.006 -0.216  -0.322
C5 -8.772 -12.279 0.224  -0.101
S2 -7.360 -12.921 -0.499  -0.249
C6 -8.313 -13.981 -1.433  0.564
N3 -9.587 -13.945 -1.162  -0.374
N4 -7.706 -14.744 -2.409  -0.533
H1 -12.439 -12.336 4.125  0.277
H2 -13.950 -12.758 3.608  0.276
H3 -12.296 -14.334 -0.923  0.281
H4 -8.656 -11.528 1.007  0.587
H5 -6.705 -14.953 -2.228  0.293
H6 -8.173 -15.570 -2.682  0.176
N5 -9.975 -20.648 -3.810  -0.659
C7 -10.270 -20.590 -2.430  0.943
C8 -11.589 -20.640 -1.999  -0.933
C9 -11.848 -20.639 -0.649  -0.404
C10 -10.852 -20.398 0.279  -0.301
C11 -9.524 -20.420 -0.143  -0.331
C12 -9.241 -20.529 -1.472  -0.460
S3 -11.224 -19.982 1.909  1.280
O1 -9.977 -19.940 2.623  -0.689
O2 -12.252 -20.863 2.378  -0.758
N6 -11.658 -18.393 1.742  -0.386
C13 -12.937 -18.116 1.314  0.111
S4 -14.326 -18.852 2.026  -0.140
C14 -15.336 -18.032 0.873  -0.329
C15 -14.537 -17.439 -0.008  -0.811
N7 -13.177 -17.483 0.195  -0.023
H7 -10.795 -20.469 -4.404  0.246
H8 -9.218 -20.053 -4.135  0.290
H9 -12.417 -20.705 -2.734  0.212
H10 -12.846 -20.657 -0.263  0.512
H11 -8.744 -20.189 0.587  0.583
H12 -8.224 -20.506 -1.786  0.377
H13 -16.421 -18.083 0.735  0.421
H14 -14.890 -16.855 -0.800  0.481
C16 -7.162 -12.900 3.350  -0.443
C17 -8.609 -13.248 3.607  -0.453
N8 -8.954 -14.585 3.216  0.620
C18 -8.121 -15.558 2.825  0.296
N9 -8.573 -16.779 2.516  -0.578
C19 -7.686 -17.881 2.141  0.245
C20 -6.419 -17.235 1.504  -0.673
C21 -5.849 -16.245 2.498  -0.796
N10 -6.798 -15.238 2.865  0.330
C22 -6.352 -14.147 3.788  -0.858
H15 -6.980 -11.956 3.879  0.398
H16 -7.066 -12.736 2.265  -0.022
H17 -9.326 -12.570 3.121  0.306
H18 -8.763 -13.141 4.690  -0.161
H19 -9.884 -14.831 3.486  0.186
H20 -8.305 -18.625 1.539  -0.914
H21 -7.282 -18.382 3.017  0.462
H22 -6.596 -16.763 0.566  0.162
H23 -5.768 -18.101 1.355  0.391
H24 -4.943 -15.788 2.208  0.471
H25 -5.521 -16.763 3.444  0.339
H26 -5.279 -14.170 3.668  0.494
H27 -6.630 -14.335 4.867  0.281
C23 -10.647 -17.075 -2.254  -0.436
C24 -9.294 -17.505 -1.645  0.210
O3 -8.330 -17.809 -2.331  -0.721
O4 -9.248 -17.527 -0.339  0.043
H28 -10.621 -16.856 -3.340  0.368
H29 -10.947 -16.123 -1.814  -0.165
H30 -11.342 -17.878 -1.967  0.127
N11 -12.256 -12.416 7.607  -0.451
C25 -11.167 -12.938 6.928  0.647
O5 -11.015 -12.912 5.709  -0.563
C26 -10.186 -13.592 7.802  -0.233
C27 -9.006 -14.124 7.282  0.449
N12 -7.993 -14.518 6.874  -0.664
C28 -10.326 -13.508 9.183  0.048
N13 -10.454 -13.345 10.308  -0.604
H31 -12.239 -12.279 8.620  0.205
H32 -12.915 -11.814 7.109  0.225

The gap between HOMO and LUMO comes out at 0.2571 hartree. The value obtained for the molar mass is 877.6 g/mol. The total energy comes out at -108341.1565 eV. For the energy relative to the best compared isomer or geometry (same formula, charge and spin), the calculation gives 44.7 kJ/mol. Its highest occupied orbital energy is -5.0 eV. The total charge is -1.